Here is a structure of composition C18H15BrClN4O3V from the OMol25 dataset. Energies are from ωB97M-V/def2-TZVPD.

XYZ file:
```
43
Properties=species:S:1:pos:R:3:forces:R:3:lowdin_spin:R:1
V 0.1936 -0.1169 -0.2803 0.3 -0.1 0.4 1.92
Br 5.0770 5.9032 5.4954 0.0 0.0 0.0 0.00
C 5.2528 5.6001 3.6379 0.0 0.0 -0.1 0.00
C 4.1184 5.6103 2.8380 0.0 0.0 0.1 0.00
C 4.2412 5.3771 1.4796 0.0 0.0 0.1 0.00
C 5.4966 5.1408 0.9371 0.1 0.0 -0.3 0.00
C 6.6319 5.1831 1.7308 -0.1 0.0 0.1 0.00
C 6.5109 5.3907 3.0967 0.0 0.0 0.0 0.00
N 5.6939 4.9989 -0.4899 0.1 0.2 0.3 0.00
N 5.0888 4.1475 -1.1428 -0.3 -0.3 0.0 0.00
C 4.2455 3.1576 -0.5188 0.1 0.2 -0.3 0.00
C 4.6329 2.3667 0.5300 -0.1 -0.2 0.1 0.00
C 3.8168 1.3286 1.0214 0.1 0.1 -0.1 0.00
C 2.5862 1.0753 0.4498 0.0 0.0 0.1 0.00
O 1.7550 0.1332 0.8507 0.0 0.0 -0.3 0.01
C 2.1903 1.8903 -0.6589 0.0 0.0 0.1 0.00
N 0.9644 1.6081 -1.1790 0.2 0.0 0.0 0.00
C 0.5017 2.3186 -2.1785 0.0 0.1 -0.1 0.01
C 1.2495 3.3670 -2.7492 0.0 -0.1 0.1 0.00
C 2.4908 3.6572 -2.2519 0.0 0.0 0.0 0.01
C 3.0041 2.9116 -1.1639 0.0 0.1 0.1 0.00
H 3.1479 5.7945 3.2765 0.0 0.0 0.0 0.00
H 3.3611 5.3754 0.8492 0.0 0.0 0.0 0.00
H 7.6056 5.0473 1.2790 0.0 0.0 0.0 0.00
H 7.3862 5.4052 3.7302 0.0 0.0 0.0 0.00
H 5.5927 2.5333 1.0030 0.0 0.0 0.0 0.00
H 4.1465 0.7329 1.8611 0.0 0.0 0.0 0.00
H -0.4801 2.0532 -2.5512 0.0 0.0 0.0 0.00
H 0.8336 3.9243 -3.5758 0.0 0.0 0.0 0.00
H 3.0898 4.4499 -2.6797 0.0 0.0 0.0 0.00
N 2.0387 -1.5032 -1.4234 0.0 0.0 -0.1 0.00
C 1.6800 -2.8927 -1.7870 0.0 0.0 0.1 0.00
C 0.2654 -2.9037 -2.3880 0.0 -0.1 0.0 0.00
C -0.4557 -1.9585 -1.4734 -0.2 -0.1 -0.4 0.01
O -0.5189 -2.1728 -0.2465 0.1 0.0 0.2 0.02
O -0.6915 -0.7718 -1.9155 0.1 0.0 -0.2 0.00
H 2.4133 -1.0049 -2.2240 0.0 0.0 0.0 0.00
H 2.7515 -1.5009 -0.7032 0.0 0.0 0.0 0.00
H 1.6643 -3.4609 -0.8587 0.0 0.0 0.0 0.00
H 2.4016 -3.3549 -2.4639 0.0 0.0 0.0 0.00
H -0.1605 -3.9054 -2.3935 0.1 0.0 0.1 0.00
H 0.2563 -2.4951 -3.3975 0.0 0.0 0.0 0.00
Cl -1.3784 0.9122 0.8679 -0.2 0.2 0.1 0.02
```
Forces are in eV/Å.

Properties
Kohn-Sham gap (spin up / spin down) = 7.396 / 7.381 eV
molar mass = 501.64 g mol⁻¹
spin multiplicity = 3
net charge = 0
E = -5117.99986 hartree

***

Here is the molecule C4H7N3 from the OMol25 dataset. Energies are from ωB97M-V/def2-TZVPD.

XYZ file:
```
14
Properties=species:S:1:pos:R:3:forces:R:3:lowdin_charge:R:1
C 2.1961 0.1800 0.3541 0.1 -0.1 0.0 -0.11
N 1.1202 0.7712 -0.4188 -0.1 0.0 -0.4 -0.03
C -0.1768 0.3338 -0.3144 0.0 0.3 -0.3 -0.42
C -0.5932 -0.6369 0.6335 -0.1 0.0 -0.7 -0.08
C -1.9844 -0.6218 0.4933 -0.1 0.0 -0.4 -0.11
N -2.2579 0.2071 -0.5162 -0.3 0.1 0.1 -0.04
N -1.1635 0.7911 -1.0731 0.1 0.4 0.3 0.08
H 1.8425 -0.0684 1.3612 0.0 0.1 -0.2 0.08
H 2.5959 -0.7440 -0.0918 -0.1 0.1 0.1 0.08
H 3.0169 0.9026 0.4468 -0.2 -0.2 -0.1 0.08
H 1.3696 1.1215 -1.3284 0.0 0.1 0.0 0.12
H -0.0266 -1.5060 0.3386 0.4 -0.9 1.8 0.11
H -2.7914 -1.0384 1.0879 0.2 -0.4 -0.4 0.11
H -3.1473 0.3081 -0.9726 -0.1 0.4 0.2 0.14
```
Forces are in eV/Å.

Properties
SMILES = CNc1cc[nH]n1
Kohn-Sham gap = 9.070 eV
relative energy (zero: lowest compared OMol25 entry of this formula, charge and spin) = 171.6 kJ/mol
molar mass = 97.12 g mol⁻¹
spin multiplicity = 1
net charge = 0
E = -320.81794 hartree